[1]
Entry from the OMol25 dataset: the molecule C2H3BrSi (ωB97M-V with the def2-TZVPD basis set).

Positions of all 7 atoms, in Å:
H: 1.84 0.01 0.96
H: 0.71 2.26 1.14
C: -0.70 0.11 -0.01
Si: 0.67 1.00 0.61
C: 0.15 -1.49 -0.56
Br: -1.03 -2.25 -1.85
H: -1.64 0.36 -0.29

Computed properties:
Spin multiplicity = 1
Relative energy (zero: lowest compared OMol25 entry of this formula, charge and spin) = 5.326 eV
Net charge = 0
E_HOMO = -8.92 eV
Strongest force on any atom = 6.91 eV Å⁻¹
Frontier orbital gap = 7.94 eV
E_LUMO = -0.99 eV

=====

[2]
Entry from the OMol25 dataset: the molecule C5H4N2 (ωB97M-V with the def2-TZVPD basis set).

Positions of all 11 atoms, in Å:
H: 1.09 2.54 0.94
C: -1.76 -1.68 -1.10
C: 0.91 1.50 0.69
H: -0.99 0.92 1.76
C: -1.00 -1.31 -0.23
N: 1.14 -0.31 -0.35
C: -0.02 -0.46 0.34
H: 1.50 -0.95 -1.04
N: 1.71 0.89 -0.18
H: -2.41 -1.83 -1.93
C: -0.17 0.69 1.09

Computed properties:
Spin multiplicity = 1
Relative energy (zero: lowest compared OMol25 entry of this formula, charge and spin) = 2.392 eV
Net charge = 0
E_HOMO = -8.99 eV
Strongest force on any atom = 0.66 eV Å⁻¹
Frontier orbital gap = 9.88 eV
SMILES = C#Cc1ccn[nH]1
E_LUMO = 0.89 eV

=====

[3]
Entry from the OMol25 dataset: the molecule C16H20N4O2 (ωB97M-V with the def2-TZVPD basis set).

Positions of all 42 atoms, in Å:
H: 5.22 -0.57 -2.40
C: 4.19 -1.25 0.02
C: -4.38 1.41 3.01
C: -3.64 3.32 -0.21
N: -2.78 2.32 -0.72
C: -4.17 2.98 1.08
N: 0.66 -1.33 -1.01
H: -1.12 -2.17 -1.62
H: 2.94 -3.14 2.52
H: -0.90 1.45 -2.15
H: -2.41 2.52 -1.64
C: -0.92 0.40 -1.83
H: 4.92 0.92 -1.44
C: 1.79 -2.32 0.93
O: 5.41 -0.77 -0.34
C: 1.80 -1.56 -0.24
C: 4.16 -2.02 1.19
C: -1.46 -0.98 0.15
H: 5.08 -2.19 1.72
C: 2.96 -2.55 1.62
C: 0.54 -0.04 -1.68
H: 3.04 -0.46 -1.60
H: -5.02 2.18 3.42
H: 6.57 0.26 -1.59
H: -4.94 0.48 2.92
N: -2.99 0.91 1.12
H: -1.41 -0.18 -2.61
N: -1.63 0.27 -0.58
C: 5.52 0.00 -1.51
O: -3.85 4.31 -0.88
H: -0.96 -0.77 1.10
H: -4.84 3.69 1.54
H: -3.55 1.22 3.70
C: 3.02 -1.03 -0.68
C: -0.61 -1.93 -0.69
C: -2.47 1.18 -0.05
H: 0.98 -0.09 -2.69
C: -3.84 1.81 1.68
H: -0.45 -2.87 -0.16
H: -2.44 -1.40 0.36
H: 1.09 0.72 -1.10
H: 0.87 -2.73 1.32

Computed properties:
Spin multiplicity = 1
Relative energy (zero: lowest compared OMol25 entry of this formula, charge and spin) = 1.450 eV
Net charge = 0
E_HOMO = -7.89 eV
Strongest force on any atom = 0.50 eV Å⁻¹
Frontier orbital gap = 8.30 eV
SMILES = COc1cccc(N2CCN(c3nc(C)cc(=O)[nH]3)CC2)c1
E_LUMO = 0.41 eV

=====

[4]
Entry from the OMol25 dataset: a 2-piece molecular cluster, C8H8NO3 overall (ωB97M-V with the def2-TZVPD basis set).

Positions of all 20 atoms, in Å:
H: -0.31 0.44 -3.52
N: -0.38 0.14 -0.93
C: -0.68 0.90 1.22
H: -1.73 0.81 0.81
H: 0.52 -0.94 -3.79
H: 2.23 -0.16 0.01
C: -2.23 -1.90 -0.95
C: 1.94 0.67 1.82
C: 1.08 1.13 2.83
C: -0.15 -0.58 -3.09
H: -0.98 1.33 3.34
C: 0.19 0.41 0.21
O: 0.57 -0.40 -1.93
H: 3.02 0.59 2.11
H: -1.09 -1.04 -2.98
O: -1.61 -2.73 -0.46
C: 1.53 0.31 0.55
H: 1.38 1.20 3.78
O: -3.01 -1.30 -1.55
C: -0.29 1.13 2.54

Computed properties:
Spin multiplicity = 1
Relative energy (zero: lowest compared OMol25 entry of this formula, charge and spin) = 1.354 eV
Net charge = -1
E_HOMO = -2.16 eV
Strongest force on any atom = 4.03 eV Å⁻¹
Frontier orbital gap = 5.64 eV
E_LUMO = 3.48 eV

=====

[5]
Entry from the OMol25 dataset: the molecule C4H9NO2 (ωB97M-V with the def2-TZVPD basis set).

Positions of all 16 atoms, in Å:
H: 0.56 -1.67 -0.33
O: -1.71 -0.17 -1.95
H: 2.69 -0.69 0.30
C: 0.32 0.44 -0.83
C: 0.55 -0.70 0.19
C: -1.20 0.50 -1.07
H: 1.90 -1.42 1.73
H: 0.74 1.39 -0.48
O: -0.52 -0.63 1.13
N: -1.99 1.29 -0.29
H: 1.88 0.35 1.51
C: 1.84 -0.61 0.98
H: -1.24 -1.18 0.76
H: -1.60 1.71 0.53
H: -2.99 1.19 -0.37
H: 0.75 0.21 -1.81

Computed properties:
Spin multiplicity = 1
Relative energy (zero: lowest compared OMol25 entry of this formula, charge and spin) = 0.639 eV
Net charge = 0
E_HOMO = -9.73 eV
Strongest force on any atom = 1.00 eV Å⁻¹
Frontier orbital gap = 10.58 eV
SMILES = C[C@@H](O)CC(N)=O
E_LUMO = 0.84 eV

=====

[6]
Entry from the OMol25 dataset: the molecule C16H26O5 (ωB97M-V with the def2-TZVPD basis set).

Positions of all 47 atoms, in Å:
C: 0.16 1.69 1.34
C: -3.91 0.31 0.72
H: 2.91 3.39 -1.55
H: 2.12 -0.39 -4.27
C: -0.29 0.54 2.18
H: -4.61 1.08 0.40
H: -0.47 0.93 3.19
H: -2.19 1.56 0.40
O: 0.63 -1.24 0.00
H: -2.85 1.65 2.04
H: -1.56 -1.69 3.14
C: -2.62 0.97 1.21
C: -1.61 -0.09 1.68
H: 1.49 -3.82 -3.72
H: -0.38 2.62 1.38
H: 0.42 -2.45 -1.58
H: 2.14 0.06 -1.90
H: -0.14 -1.61 -4.30
C: 1.65 2.82 -0.24
H: -1.38 -0.73 0.84
C: -3.53 -1.59 2.30
C: 1.53 -0.66 0.88
O: 1.12 3.90 -0.17
H: 1.13 -2.21 -5.38
H: -4.82 0.09 2.66
H: -5.44 -1.03 1.45
H: -3.97 -2.19 3.10
O: 2.68 2.58 -1.06
H: -3.29 -2.27 1.47
C: 1.24 1.64 0.55
H: -2.50 -0.28 3.64
H: 2.42 -1.31 0.98
C: 1.87 -1.22 -3.61
C: 1.16 -1.73 -1.22
H: -3.68 -0.32 -0.14
H: 2.78 -1.81 -3.45
C: 0.84 -2.09 -4.33
C: -4.53 -0.54 1.82
O: 2.06 0.55 0.40
C: 1.39 -0.65 -2.27
H: 0.46 -0.11 -2.42
H: 2.11 -2.26 -1.01
O: 0.65 -3.36 -3.74
H: 1.62 -0.14 2.94
C: 0.85 -0.48 2.24
C: -2.26 -0.92 2.79
H: 0.49 -1.46 2.57

Computed properties:
Spin multiplicity = 1
Relative energy (zero: lowest compared OMol25 entry of this formula, charge and spin) = 0.152 eV
Net charge = 0
E_HOMO = -8.93 eV
Strongest force on any atom = 0.84 eV Å⁻¹
Frontier orbital gap = 9.64 eV
SMILES = O=C(O)C1=C[C@@H](C2CCCCC2)C[C@@H](OCCCCO)O1
E_LUMO = 0.71 eV